Entry 1:
The following is a quantum chemistry calculation of a molecular structure, C43H45GeI2NOTeTi, from the Open Molecules 2025 dataset.

Each line ends with the Mulliken charge.
Geometry (Å):
Ti -0.070 0.886 0.811  -0.7942
I 2.671 0.886 0.860  0.1208
C 2.204 0.870 3.085  -0.8782
I -0.022 0.886 3.553  0.2986
H 2.651 1.763 3.532  0.4908
H 2.635 -0.038 3.516  0.5577
C 0.925 4.109 -0.743  -1.3891
Ge -0.070 3.491 0.811  1.6246
C -1.873 4.141 0.677  0.3323
C -2.121 5.519 0.661  -0.3861
C -3.433 5.993 0.566  -0.7073
C -4.499 5.091 0.486  -0.4399
C -4.253 3.715 0.501  -0.9955
C -2.942 3.239 0.596  0.3864
C 0.702 4.134 2.471  1.0217
C 1.829 4.965 2.391  -0.8746
C 2.429 5.468 3.545  -0.7861
C 1.915 5.150 4.800  -0.9930
C 0.791 4.321 4.913  0.8462
C 0.279 4.004 6.181  -0.7822
C -0.839 3.179 6.302  -0.6527
C -1.454 2.662 5.163  -0.3807
C -0.958 2.966 3.893  -1.0778
C 0.170 3.801 3.744  0.1185
H 0.919 5.218 -0.769  0.4294
H 0.448 3.717 -1.664  0.4468
H 1.970 3.743 -0.684  0.2968
H -1.300 6.222 0.724  0.3373
H -3.623 7.058 0.554  0.3951
H -5.514 5.459 0.413  0.3775
H -5.079 3.017 0.440  0.4185
H -2.758 2.172 0.608  -0.0209
H 2.249 5.231 1.431  0.4119
H 3.298 6.109 3.465  0.4288
H 2.397 5.552 5.683  0.4078
H 0.744 4.396 7.078  0.4293
H -1.229 2.938 7.283  0.4161
H -2.320 2.020 5.263  0.5363
H -1.466 2.540 3.042  0.3587
C -3.043 -5.134 -6.212  -1.4887
C -2.498 -4.427 -5.005  0.9763
C -2.934 -3.147 -4.668  -1.1207
C -2.414 -2.477 -3.548  0.9049
C -2.965 -1.116 -3.240  -1.1448
C -1.423 -3.097 -2.736  -0.8665
Te -0.586 -2.056 -0.997  0.1599
N -0.070 -1.154 0.811  -0.0218
C 0.363 -1.728 1.970  0.5755
O 0.737 -0.961 2.844  -0.5074
C 0.448 -3.203 2.272  0.0800
C 1.267 -3.611 3.352  -0.3630
C 1.390 -4.959 3.700  -0.7369
C 0.694 -5.931 2.987  -0.3568
C -0.135 -5.555 1.932  -0.9214
C -0.262 -4.208 1.579  -0.1407
C 1.217 -1.197 -1.898  0.2491
C 1.182 0.065 -2.556  1.4553
C -0.036 0.939 -2.610  -0.8547
C 2.336 0.576 -3.169  -1.2639
C 3.547 -0.113 -3.109  1.0289
C 4.782 0.435 -3.763  -1.4786
C 3.611 -1.318 -2.414  -1.3639
C 2.470 -1.867 -1.807  1.2109
C 2.640 -3.154 -1.056  -0.8299
C -1.034 -4.428 -3.059  1.6479
C -0.103 -5.250 -2.218  -1.3787
C -1.558 -5.062 -4.196  -0.8183
H -3.788 -4.509 -6.751  0.3168
H -3.536 -6.078 -5.902  0.3206
H -2.214 -5.369 -6.912  0.3175
H -3.684 -2.667 -5.286  0.2219
H -3.785 -0.830 -3.933  0.3661
H -2.180 -0.368 -3.370  -0.0311
H -3.373 -1.094 -2.207  0.2809
H 1.826 -2.886 3.930  0.3099
H 2.028 -5.248 4.525  0.3953
H 0.788 -6.975 3.258  0.3938
H -0.689 -6.310 1.388  0.4159
H -0.944 -3.991 0.787  0.6737
H -0.864 0.556 -1.993  0.1103
H -0.358 1.076 -3.664  0.5791
H 0.212 1.934 -2.185  -0.8577
H 2.293 1.530 -3.682  0.2855
H 4.580 1.399 -4.277  0.3391
H 5.156 -0.291 -4.516  0.3336
H 5.568 0.602 -2.998  0.3187
H 4.563 -1.833 -2.351  0.3635
H 3.700 -3.486 -1.029  0.4262
H 2.085 -3.947 -1.561  -0.0808
H 2.301 -3.031 -0.007  0.0292
H 0.162 -4.755 -1.273  -0.2108
H 0.809 -5.504 -2.799  0.3100
H -0.611 -6.192 -1.926  0.4634
H -1.246 -6.070 -4.444  0.3844
H -1.831 0.886 0.811  0.2639

Properties
**LUMO level (alpha / beta)**: -0.060 / -0.084 Eh
**Expectation value of S²**: 2.035
**Spin multiplicity**: 3

***

Entry 2:
The following is a quantum chemistry calculation of a molecular structure, C43H45N6O2PdTe, from the Open Molecules 2025 dataset.

Each line ends with the Mulliken charge.
Geometry (Å):
Pd -0.118 2.182 -1.706  -0.1840
N 5.377 4.995 -0.613  -0.6646
C 4.825 4.045 -0.996  0.5317
N 4.323 2.925 -1.470  -0.7717
C 3.038 2.715 -1.446  0.5609
N 1.921 2.407 -1.459  -0.3910
C -0.783 6.718 -1.482  -1.8023
C -0.508 5.377 -0.835  2.8576
C 0.546 5.487 0.247  -1.8272
C -0.518 4.166 -1.682  -1.5129
C -1.683 4.430 -0.601  0.8174
C -1.717 3.688 0.663  -0.1183
C -2.738 2.952 1.116  -1.2797
C -3.976 2.670 0.319  -0.4122
C -4.240 3.730 -0.770  -0.8045
C -2.951 4.309 -1.402  -0.4759
H 0.121 7.094 -1.970  0.3852
H -1.100 7.455 -0.736  0.3428
H -1.565 6.640 -2.239  0.4197
H 1.417 6.007 -0.160  0.4731
H 0.891 4.505 0.566  0.2097
H 0.186 6.046 1.118  0.3266
H -0.966 4.438 -2.642  0.3612
H -0.851 3.764 1.309  0.0907
H -2.643 2.444 2.070  0.1701
H -4.843 2.640 0.988  0.6139
H -5.006 4.441 -0.450  0.3877
H -3.193 5.209 -1.979  0.3339
C 6.931 -4.474 2.614  -1.5118
C 5.844 -3.714 1.900  0.7591
C 5.456 -4.048 0.612  -1.1154
C 4.449 -3.351 -0.056  1.1484
C 4.086 -3.793 -1.451  -1.4567
C 3.802 -2.279 0.576  -0.3489
Te 2.264 -1.199 -0.493  0.5939
N -0.083 0.064 -1.733  -0.7878
C -1.097 -0.658 -1.721  0.1243
O -2.425 -0.302 -1.437  -0.6154
C -1.087 -2.126 -2.046  0.6569
C -1.980 -3.022 -1.462  -0.1927
C -1.941 -4.371 -1.791  -0.7772
C -1.021 -4.840 -2.720  -0.3776
C -0.128 -3.950 -3.306  -0.7491
C -0.157 -2.606 -2.964  -0.1785
C 0.757 -1.600 0.953  0.2137
C 0.173 -0.535 1.652  1.4649
C 0.618 0.888 1.493  -0.5082
C -0.897 -0.793 2.505  -0.7767
C -1.387 -2.072 2.703  0.8290
C -2.586 -2.317 3.580  -2.0188
C -0.764 -3.120 2.039  -0.8804
C 0.294 -2.909 1.160  1.1763
C 0.871 -4.098 0.445  -1.3661
C 4.207 -1.917 1.872  1.3194
C 3.601 -0.741 2.586  -1.1802
C 5.208 -2.642 2.512  -1.0301
H 7.284 -5.312 2.010  0.3454
H 6.576 -4.872 3.567  0.3274
H 7.788 -3.831 2.829  0.3186
H 5.942 -4.880 0.110  0.2108
H 4.622 -4.708 -1.712  0.3650
H 4.339 -3.029 -2.189  0.3251
H 3.013 -3.968 -1.543  0.0754
H -2.693 -2.647 -0.740  0.3840
H -2.629 -5.061 -1.316  0.3919
H -0.993 -5.892 -2.978  0.3550
H 0.598 -4.308 -4.028  0.3964
H 0.537 -1.895 -3.395  0.4373
H 1.704 0.977 1.439  -0.2678
H 0.240 1.502 2.312  0.4646
H 0.230 1.289 0.554  -0.2758
H -1.383 0.043 2.996  -0.0480
H -2.909 -1.395 4.061  0.3286
H -2.369 -3.060 4.352  0.5179
H -3.426 -2.681 2.984  0.2785
H -1.133 -4.134 2.177  0.2601
H 0.280 -4.991 0.659  0.3977
H 1.903 -4.285 0.746  0.3373
H 0.866 -3.935 -0.634  -0.1720
H 3.655 0.153 1.960  0.2040
H 4.124 -0.547 3.524  0.3879
H 2.545 -0.906 2.805  0.1704
H 5.506 -2.350 3.516  0.3086
N -5.451 -0.564 0.156  -0.2637
C -4.344 0.161 0.512  -0.3613
O -3.760 -0.067 1.556  -0.5211
C -3.954 1.280 -0.433  1.9547
C -4.807 1.511 -1.634  -1.9072
C -4.491 2.881 -2.043  -0.1801
C -2.938 3.054 -2.349  -0.9579
N -2.110 1.973 -1.931  -0.7117
C -2.512 1.047 -0.941  1.5028
H -5.611 -1.414 0.670  0.2759
H -5.804 -0.484 -0.780  0.2250
H -4.982 0.720 -2.357  0.4426
H -5.108 3.328 -2.824  0.5705
H -2.726 3.288 -3.399  0.5852
H -1.875 1.059 -0.050  -0.5304

Properties
**LUMO level (alpha / beta)**: 0.146 / 0.146 Eh
**Expectation value of S²**: 0.754
**Spin multiplicity**: 2
**Net charge**: -2

***

Entry 3:
The following is a quantum chemistry calculation of a molecular structure, C43H46AlBFN2O25Si, from the Open Molecules 2025 dataset.

Each line ends with the Mulliken charge.
Geometry (Å):
C 1.355 -5.787 0.924  -0.7402
C 2.780 -5.497 0.138  -0.3054
O 2.933 -4.057 -0.257  -0.5854
B 2.330 -3.838 -1.591  0.1945
O 0.954 -4.351 -1.927  -0.7871
C 3.101 -3.070 -2.855  1.5834
Si 1.869 -1.720 -3.378  0.3655
C 0.457 -2.233 -4.568  -0.7900
C 0.986 -1.112 -1.730  -0.4683
C 2.678 -0.100 -4.112  -0.6986
O 4.334 -2.308 -2.576  -0.5884
Al 5.490 -2.581 -4.082  0.1029
C 4.876 -1.936 -5.930  -0.2712
C 5.689 -2.580 -7.199  -0.1480
F 7.039 -1.965 -7.236  -0.3267
O 7.317 -2.162 -3.842  -0.3804
C 7.443 -0.752 -4.332  0.5687
N 7.882 0.485 -4.415  -0.5946
O 4.992 -4.404 -4.121  -0.6408
C 3.528 -4.324 -3.794  0.3212
C 2.605 -4.828 -5.047  0.1792
C 2.976 -6.447 -5.256  0.2078
C 4.231 -7.004 -6.155  -0.6982
N 2.165 -7.329 -4.571  -0.8112
H 1.458 -5.582 2.076  0.1930
H 0.465 -5.110 0.520  0.1233
H 1.021 -6.917 0.758  0.2964
H 2.827 -6.221 -0.785  0.1709
H 3.663 -5.747 0.878  0.3268
H 1.053 -5.015 -2.696  0.2441
H -0.095 -3.231 -4.230  0.1735
H 0.871 -2.429 -5.646  0.2172
H -0.380 -1.391 -4.688  0.3197
H 0.630 0.000 -1.980  0.0944
H 1.764 -0.978 -0.837  -0.1057
H 0.104 -1.815 -1.420  0.2178
H 3.790 -0.039 -3.755  0.1402
H 2.648 -0.185 -5.301  0.1646
H 2.009 0.816 -3.808  0.3088
H 4.994 -0.769 -5.987  0.3890
H 3.714 -2.169 -6.062  0.0016
H 5.131 -2.198 -8.182  0.2466
H 5.690 -3.757 -7.242  0.0259
H 3.430 -5.246 -3.040  -0.2799
H 1.450 -4.809 -4.865  0.0988
H 2.969 -4.265 -6.007  0.0697
H 4.850 -6.076 -6.522  0.0379
H 4.878 -7.692 -5.424  0.2341
H 3.791 -7.656 -7.053  0.3378
H 1.431 -6.834 -4.017  0.2933
C 1.775 0.718 2.732  -1.0709
C 0.915 0.625 3.748  0.1544
C 0.568 -0.691 4.351  1.1154
O -0.211 -0.743 5.296  -0.8352
C 1.181 -1.897 3.772  -0.7739
C 2.038 -1.805 2.754  0.1472
C 2.407 -0.486 2.170  1.0622
O 3.211 -0.432 1.246  -0.6063
O 2.617 -2.934 2.204  -0.5151
O 0.315 1.752 4.280  -0.4431
H 2.038 1.669 2.286  0.5139
H 0.907 -2.849 4.208  0.4383
H 3.198 -2.605 1.484  0.3276
H -0.261 1.424 5.004  0.3366
C 0.448 7.636 2.034  -0.8604
C -0.411 7.544 3.051  0.2773
C -0.759 6.227 3.653  0.7843
O -1.537 6.176 4.599  -0.6004
C -0.145 5.022 3.075  -0.8312
C 0.712 5.114 2.056  0.4595
C 1.080 6.433 1.472  0.6359
O 1.885 6.487 0.548  -0.6791
O 1.290 3.985 1.506  -0.4154
O -1.011 8.671 3.582  -0.6152
H 0.711 8.587 1.588  0.4736
H -0.420 4.070 3.511  0.5513
H 1.872 4.313 0.786  0.3543
H -1.588 8.343 4.306  0.3392
C -4.716 3.173 6.364  -0.7374
C -4.164 4.265 5.832  0.3704
C -4.771 4.943 4.653  0.8701
O -4.251 5.956 4.198  -0.5815
C -5.987 4.355 4.071  -0.9670
C -6.537 3.260 4.600  0.3330
C -5.946 2.599 5.796  1.0123
O -6.485 1.605 6.272  -0.6598
O -7.679 2.701 4.056  -0.5855
O -3.007 4.808 6.359  -0.5781
H -4.287 2.671 7.223  0.4729
H -6.408 4.847 3.203  0.4418
H -7.879 1.920 4.617  0.3436
H -2.810 5.592 5.802  0.4036
C -3.010 6.252 -1.701  -0.7921
C -1.800 5.729 -1.493  0.3943
C -1.517 4.295 -1.778  0.9505
O -0.391 3.848 -1.595  -0.6097
C -2.623 3.460 -2.272  -1.0219
C -3.834 3.982 -2.477  0.4001
C -4.109 5.422 -2.218  0.8502
O -5.227 5.877 -2.434  -0.6227
O -4.878 3.202 -2.939  -0.5694
O -0.763 6.503 -1.005  -0.5416
H -3.229 7.293 -1.500  0.4408
H -2.408 2.416 -2.459  0.4970
H -5.647 3.810 -3.007  0.3419
H 0.007 5.897 -0.943  0.2809
C -4.930 -0.990 5.113  -0.6957
C -3.618 -1.200 4.994  0.2128
C -3.067 -2.061 3.911  0.7542
O -1.855 -2.220 3.816  -0.4241
C -4.018 -2.699 2.987  -1.0624
C -5.331 -2.492 3.109  0.4016
C -5.879 -1.609 4.175  0.8599
O -7.089 -1.423 4.250  -0.6564
O -6.230 -3.091 2.246  -0.5777
O -2.720 -0.624 5.874  -0.5837
H -5.344 -0.365 5.894  0.5753
H -3.605 -3.336 2.216  0.4820
H -7.116 -2.784 2.538  0.3383
H -1.834 -0.925 5.578  0.4858

Properties
**LUMO level**: -0.028 Eh
**Spin multiplicity**: 1
**Net charge**: -1

***

Entry 4:
The following is a quantum chemistry calculation of 7 unconnected molecules or ions with the total composition C43H46BF6N3O2, from the Open Molecules 2025 dataset.

Each line ends with the Mulliken charge.
Geometry (Å):
C 3.247 -3.277 1.877  -1.1171
N 2.500 -2.705 0.745  0.3084
C 3.165 -2.907 -0.546  -1.4230
B 2.207 -1.290 0.969  0.2834
O 3.192 -0.322 0.782  -0.5850
C 0.819 -0.732 1.474  0.1214
C 0.088 0.043 0.395  -0.1467
O 0.471 0.263 -0.741  -0.6817
N -1.107 0.415 0.936  0.0489
C -1.523 -0.521 1.994  -1.0185
C -0.354 -1.533 2.094  0.2388
C -0.661 -2.886 1.376  -0.7551
N -1.880 -2.902 0.568  -0.3967
H 4.065 -3.891 1.499  0.3882
H 2.608 -3.913 2.494  0.2729
H 3.700 -2.522 2.529  0.2863
H 2.790 -2.186 -1.276  0.5177
H 4.255 -2.796 -0.488  0.3397
H 2.935 -3.900 -0.936  0.3833
H 3.205 0.054 -0.104  0.3236
H 1.058 0.046 2.217  0.0025
H -1.804 0.718 0.270  0.3643
H -2.419 -1.049 1.672  0.3846
H -1.725 0.001 2.931  0.3194
H -0.135 -1.728 3.145  0.6852
H 0.204 -3.136 0.762  0.1852
H -0.715 -3.662 2.141  0.4046
H -1.682 -2.973 -0.420  0.1191
H -2.503 -3.653 0.821  0.2056
F -2.172 -3.131 -2.504  -0.3607
C -3.352 -3.159 -3.166  0.5134
C -3.736 -2.036 -3.868  -0.5163
C -4.955 -2.067 -4.531  -0.4454
C -5.756 -3.199 -4.485  -0.6284
C -5.336 -4.313 -3.770  -0.2838
C -4.121 -4.302 -3.099  -0.4713
H -3.095 -1.165 -3.880  0.4998
H -5.286 -1.192 -5.076  0.4034
H -6.711 -3.209 -4.991  0.4198
H -5.963 -5.194 -3.723  0.3889
H -3.773 -5.154 -2.532  0.4389
F 4.194 -5.302 -2.580  -0.3049
C 3.636 -5.983 -3.604  0.5339
C 3.621 -5.399 -4.855  -0.5055
C 3.043 -6.105 -5.900  -0.2558
C 2.496 -7.363 -5.685  -0.5955
C 2.528 -7.921 -4.414  -0.2688
C 3.102 -7.231 -3.356  -0.5097
H 4.051 -4.417 -4.995  0.4192
H 3.020 -5.666 -6.889  0.3517
H 2.047 -7.907 -6.505  0.3741
H 2.102 -8.901 -4.241  0.3528
H 3.141 -7.643 -2.357  0.4166
F 3.583 -1.686 5.684  -0.3070
C 4.567 -0.800 5.408  0.3252
C 4.513 -0.105 4.218  -0.2816
C 5.527 0.800 3.936  -0.5353
C 6.563 0.996 4.838  -0.5472
C 6.587 0.282 6.028  -0.3095
C 5.583 -0.629 6.326  -0.5318
H 3.701 -0.275 3.524  0.5913
H 5.499 1.349 3.004  0.4059
H 7.351 1.702 4.614  0.3848
H 7.395 0.430 6.733  0.3538
H 5.579 -1.197 7.246  0.4330
F 1.232 7.125 -0.328  -0.2495
C 0.667 5.991 -0.808  0.4113
C 0.020 6.041 -2.025  -0.6487
C -0.553 4.873 -2.508  -0.3117
C -0.474 3.694 -1.779  -0.6391
C 0.181 3.680 -0.556  0.1802
C 0.764 4.837 -0.058  -0.6841
H -0.026 6.973 -2.572  0.4254
H -1.060 4.887 -3.465  0.3564
H -0.908 2.781 -2.164  0.4459
H 0.249 2.759 0.006  0.2426
H 1.284 4.852 0.890  0.4501
F -7.936 -2.911 -1.868  -0.2797
C -8.050 -1.586 -1.632  0.2951
C -6.945 -0.780 -1.819  -0.1622
C -7.077 0.579 -1.570  -0.4449
C -8.289 1.106 -1.146  -0.5611
C -9.381 0.268 -0.968  -0.2869
C -9.269 -1.094 -1.212  -0.5648
H -6.009 -1.212 -2.146  0.4574
H -6.223 1.229 -1.711  0.3820
H -8.382 2.166 -0.954  0.3771
H -10.328 0.673 -0.636  0.3568
H -10.104 -1.769 -1.082  0.4250
F 2.345 10.413 6.052  -0.3181
C 2.148 9.991 4.784  0.3937
C 2.351 8.657 4.492  -0.5939
C 2.146 8.234 3.186  -0.2142
C 1.748 9.131 2.204  -0.4336
C 1.553 10.466 2.534  -0.3306
C 1.752 10.910 3.834  -0.5078
H 2.662 7.977 5.273  0.4219
H 2.298 7.192 2.934  0.3430
H 1.591 8.788 1.192  0.4788
H 1.243 11.171 1.774  0.3651
H 1.606 11.943 4.116  0.4159

Properties
**SMILES string**: CN(C)B(O)[C@H]1C(=O)NC[C@H]1CN.Fc1ccccc1.Fc1ccccc1.Fc1ccccc1.Fc1ccccc1.Fc1ccccc1.Fc1ccccc1
**LUMO level**: 0.017 Eh
**Spin multiplicity**: 1

***

Calculated total energy? In order: -151975.008, -69128.170, -117370.077, -70884.965 eV.